A structure of composition C5H9NO. Source: the Open Molecules 2025 dataset; level of theory: the ωB97M-V functional and the def2-TZVPD basis.

Computed properties:
HOMO energy: -0.321 hartree
ΔE to the lowest compared entry with this formula, charge and spin: 574.95 kJ/mol
E_LUMO: 0.384 eV

```
16
Properties=species:S:1:pos:R:3:forces:R:3:nbo_charge:R:1
C -0.48690 1.89267 0.16970 0.0 0.0 0.0 -0.637
C -0.15735 0.61701 -0.56815 -0.2 0.2 0.0 -0.070
N 1.29209 0.27271 -0.79004 0.1 0.1 0.0 -0.565
C -0.04313 -0.85086 1.58240 0.0 -0.1 0.0 -0.177
C -0.22051 -0.74561 0.11801 0.1 0.1 0.1 0.071
O -1.35387 -1.58892 0.44566 -0.1 0.1 0.0 -0.598
C 0.87620 -1.17248 -0.82777 0.1 -0.3 0.0 -0.249
H 0.01274 2.74069 -0.31196 -0.1 -0.1 0.1 0.224
H -1.56757 2.07886 0.13582 0.2 0.0 0.0 0.216
H -0.18359 1.83631 1.22164 0.0 0.0 -0.2 0.230
H -0.62608 0.60025 -1.56200 0.0 0.0 0.2 0.193
H 1.73060 0.40364 0.13084 0.1 0.1 -0.4 0.339
H 0.62583 -1.72318 1.71974 -0.3 0.0 0.1 0.116
H -2.03224 -1.02716 0.85502 0.1 -0.1 -0.1 0.508
H 0.53968 -1.41480 -1.84335 0.0 0.0 0.2 0.199
H 1.59410 -1.91915 -0.47556 0.0 0.2 0.0 0.200
```
Forces are in eV/Å.